[1]
Computed, not measured: C45H76F3O25Pb as an isolated structure, with ωB97M-V with the def2-TZVPD basis set.

## Properties
highest occupied orbital energy (spin up / spin down) = -4.1 / -7.9 eV
energy = -112477.77194 eV
spin multiplicity = 2
⟨S²⟩ = 0.753

```
150
C45H76F3O25Pb | the Open Molecules 2025 dataset | ωB97M-V with the def2-TZVPD basis set
Pb -2.779 -1.626 -1.056
C -0.687 -1.325 1.500
O -0.936 -0.389 0.414
O -1.619 -2.347 1.237
C 0.897 -1.677 1.508
F 1.607 -0.749 2.089
F 1.116 -2.786 2.226
F 1.285 -1.857 0.262
C -0.508 0.989 0.569
C -0.638 1.615 -0.744
H -1.648 1.554 -1.150
H -0.381 2.668 -0.629
H -0.016 1.168 -1.521
H 0.506 1.131 0.945
H -1.197 1.561 1.190
H -0.985 -0.876 2.447
C -0.885 1.197 -4.824
O -0.810 0.408 -5.979
C -1.906 0.080 -6.659
O -3.020 0.406 -6.336
O -1.449 -0.464 -7.837
C -2.335 -0.734 -8.911
H 0.050 1.270 -4.269
H -1.530 0.922 -3.989
H -1.117 2.237 -5.053
H -2.762 0.194 -9.289
H -3.120 -1.460 -8.695
H -1.713 -1.173 -9.691
C 1.943 -0.261 5.313
O 0.695 0.279 4.893
C 0.557 1.535 4.441
O 1.464 2.427 4.328
O -0.781 1.808 4.106
C -1.235 3.113 4.079
H 1.978 -1.342 5.179
H 2.079 -0.102 6.382
H 2.737 0.195 4.721
H -1.316 3.786 4.933
H -2.136 3.063 3.467
H -0.462 3.657 3.538
C -3.008 4.732 1.228
O -2.825 5.424 -0.033
C -3.887 5.950 -0.625
O -5.012 5.841 -0.151
O -3.570 6.662 -1.769
C -4.648 7.346 -2.403
H -2.105 4.279 1.638
H -3.564 3.836 0.952
H -3.517 5.432 1.890
H -5.202 7.995 -1.725
H -5.308 6.687 -2.967
H -4.442 8.108 -3.155
C 3.206 3.414 -2.714
C 3.063 1.843 -2.686
C 2.920 1.582 -4.129
O 4.008 2.415 -4.596
C 4.144 3.686 -4.009
H 3.640 3.654 -1.744
H 2.269 3.928 -2.929
H 2.130 1.454 -2.278
H 3.915 1.402 -2.169
H 2.073 1.959 -4.703
H 3.071 0.554 -4.460
H 3.768 4.556 -4.548
H 5.188 3.872 -3.756
C 2.328 -5.978 0.665
C 3.464 -5.861 -0.268
C 2.861 -5.819 -1.693
O 1.459 -6.010 -1.526
C 1.182 -6.456 -0.175
H 2.101 -5.024 1.140
H 2.632 -6.648 1.469
H 4.207 -6.638 -0.086
H 4.173 -5.053 -0.086
H 3.451 -6.432 -2.373
H 3.060 -4.783 -1.969
H 1.144 -7.534 -0.336
H 0.299 -5.994 0.268
O -0.643 -1.538 -2.334
C 0.205 -2.084 -3.019
O -0.105 -2.944 -3.954
C 1.016 -3.304 -4.768
C 2.134 -2.458 -4.248
C 1.684 -1.966 -2.898
H 0.999 -3.218 -5.854
H 1.269 -4.347 -4.579
H 2.416 -1.589 -4.843
H 2.957 -3.164 -4.138
H 2.107 -1.004 -2.608
H 1.921 -2.568 -2.020
O -3.441 0.534 0.666
C -4.163 0.784 1.631
O -5.189 1.605 1.651
C -6.113 1.335 2.693
C -5.599 0.048 3.241
C -4.140 0.118 2.983
H -7.144 1.237 2.355
H -6.137 2.104 3.465
H -6.160 -0.801 2.849
H -5.757 -0.051 4.315
H -3.639 -0.835 2.815
H -3.475 0.534 3.740
O 4.953 -4.105 5.732
C 5.075 -3.875 4.512
O 5.694 -4.671 3.650
C 5.729 -4.118 2.358
C 4.506 -3.208 2.343
C 4.194 -2.800 3.773
H 5.813 -4.822 1.530
H 6.644 -3.541 2.221
H 3.643 -3.640 1.838
H 4.532 -2.261 1.803
H 3.146 -2.911 4.052
H 4.554 -1.801 4.018
O 5.653 0.516 3.593
C 5.331 1.257 2.657
O 5.725 0.983 1.367
C 5.298 1.975 0.385
C 4.212 2.625 1.033
C 4.502 2.512 2.524
H 4.944 1.527 -0.543
H 6.116 2.654 0.141
H 3.298 2.057 0.855
H 4.075 3.631 0.635
H 3.656 2.404 3.204
H 5.197 3.194 3.014
O -3.590 -3.298 7.960
C -2.665 -3.060 7.200
O -1.318 -3.075 7.732
C -0.393 -2.829 6.710
C -1.154 -2.392 5.491
C -2.632 -2.884 5.684
H 0.190 -3.747 6.635
H 0.263 -2.013 7.012
H -0.719 -2.686 4.536
H -1.184 -1.308 5.598
H -2.779 -3.836 5.175
H -3.395 -2.122 5.525
O -3.478 0.515 -2.427
C -4.116 1.409 -2.965
O -4.081 2.704 -2.691
C -5.047 3.517 -3.456
C -5.338 2.650 -4.601
C -5.185 1.231 -4.002
H -4.577 4.467 -3.707
H -5.945 3.538 -2.837
H -4.680 2.755 -5.463
H -6.381 2.622 -4.916
H -4.800 0.554 -4.764
H -6.099 0.801 -3.591
```

Mulliken population analysis, charges in e, atoms 1 to 2: 1.063, 1.233

***

[2]
Computed, not measured: C19H25N5O3S as an isolated structure, with ωB97M-V with the def2-TZVPD basis set.

## Properties
highest occupied orbital energy = -8.0 eV
energy = -44514.21700 eV
spin multiplicity = 1

```
53
C19H25N5O3S | the Open Molecules 2025 dataset | ωB97M-V with the def2-TZVPD basis set
C 2.327 4.292 0.142
C 1.555 3.978 -1.221
H 0.631 3.474 -1.071
H 1.475 5.003 -1.798
C 2.255 3.150 -2.335
C 2.462 1.871 -1.624
N 1.564 1.434 -0.846
N 1.779 -0.095 -0.670
C 2.925 -0.538 -1.097
N 3.347 -1.754 -0.769
C 3.112 -2.857 0.034
O 3.775 -3.711 0.219
C 1.312 -2.656 0.324
C 1.208 -3.059 1.770
C -0.235 -3.013 2.009
C -1.162 -2.438 1.290
N -2.610 -2.209 1.685
C -3.628 -2.391 0.823
H -3.333 -3.149 -0.125
C -4.239 -1.110 0.585
C -4.742 -0.543 1.727
C -3.322 -0.303 2.789
C -2.694 -1.778 2.974
H -1.765 -1.463 3.603
H -3.374 -2.647 3.306
H -2.837 0.235 2.292
H -3.935 0.119 3.681
H -5.101 0.307 1.674
H -5.425 -1.046 2.364
H -5.226 -1.285 -0.060
H -3.577 -0.588 -0.051
H -4.372 -3.170 1.187
C -0.808 -2.415 -0.080
C 0.391 -2.353 -0.549
H 0.704 -2.212 -1.565
H -1.432 -2.266 -0.780
N -0.537 -3.616 3.285
O -1.470 -3.921 3.805
O 0.450 -3.491 4.261
H 2.083 -3.274 2.463
H 4.310 -1.824 -0.900
S 4.036 0.812 -1.817
H 3.513 3.591 -2.321
C 1.788 3.162 -3.646
C 2.160 4.287 -4.560
H 1.411 5.082 -3.941
H 1.579 4.189 -5.386
H 2.957 4.567 -4.418
H 2.364 2.070 -4.210
H 0.934 2.872 -3.576
H 2.416 3.275 0.566
H 3.335 4.623 -0.116
H 1.668 4.778 0.677
```

natural (NBO) population analysis, charges in e, atoms 1 to 2: -0.595, -0.387

***

[3]
Computed, not measured: a 13-piece molecular cluster, C3H32O13 overall, with ωB97M-V with the def2-TZVPD basis set.

## Properties
highest occupied orbital energy (spin up / spin down) = 0.3 / -8.0 eV
energy = -30246.94727 eV
total charge = -1
spin multiplicity = 2
⟨S²⟩ = 0.751

```
48
C3H32O13 | the Open Molecules 2025 dataset | ωB97M-V with the def2-TZVPD basis set
C 0.462 0.506 1.474
O -0.818 0.252 0.914
C 1.405 -0.746 1.570
C 2.689 -0.196 2.203
H 0.885 1.279 0.843
H 0.410 0.764 2.563
H -0.808 -0.677 0.550
H 0.906 -1.518 2.191
H 1.630 -1.050 0.576
H 2.690 0.860 2.539
H 2.874 -0.873 3.047
H 3.579 -0.374 1.622
H 0.546 0.301 -4.050
H -0.794 0.179 -4.627
O -0.177 -0.374 -4.127
H -3.117 0.310 0.496
H -2.194 0.166 -0.734
O -3.121 0.166 -0.461
H 0.075 3.375 -2.059
H 0.631 2.162 -1.384
O 0.255 2.439 -2.236
H -2.651 4.018 0.462
H -1.599 4.004 1.608
O -1.712 4.061 0.654
H -0.704 -3.457 1.840
H 0.260 -3.470 0.637
O 0.244 -3.561 1.598
H 0.238 -3.077 -2.591
H -0.504 -1.719 -3.090
O -0.410 -2.399 -2.396
H -2.444 0.487 3.556
H -1.835 0.711 2.073
O -2.348 1.119 2.836
H 1.940 4.305 0.869
H 0.394 4.250 1.002
O 1.139 3.949 0.474
H 2.217 -2.395 -1.470
H 3.580 -1.594 -1.704
O 3.105 -2.423 -1.831
H -2.918 -1.660 -0.385
H -1.573 -2.348 -0.770
O -2.059 -2.017 0.002
H -1.128 -2.264 3.747
H -1.406 -1.926 2.168
O -1.667 -2.386 2.968
H 4.030 1.675 -2.226
H 2.523 1.251 -2.451
O 3.418 1.278 -2.860
```

natural (NBO) population analysis, charges in e, atoms 1 to 2: -0.139, -0.800

***

[4]
Computed, not measured: C33H69N2O17PS as an isolated structure, with ωB97M-V with the def2-TZVPD basis set.

## Properties
highest occupied orbital energy = -9.0 eV
energy = -93242.05313 eV
spin multiplicity = 1

```
123
C33H69N2O17PS | the Open Molecules 2025 dataset | ωB97M-V with the def2-TZVPD basis set
N -0.291 0.970 6.938
P 0.833 0.931 5.865
C 0.976 -0.567 4.786
C 2.377 -0.651 4.202
C 3.420 -1.112 4.990
C 4.685 -1.184 4.443
N 4.973 -0.831 3.193
C 3.974 -0.371 2.449
C 2.671 -0.262 2.899
O 0.768 -1.752 5.618
S 0.414 -2.987 4.649
O 1.572 -3.774 4.432
O -0.802 -3.557 5.106
O 0.141 -2.124 3.319
C -0.178 -0.787 3.809
C -0.580 0.282 2.800
C -1.843 1.047 3.236
O -1.417 2.318 3.724
H -0.867 0.142 7.017
H 0.780 1.956 4.909
H 2.138 1.010 6.375
H 3.250 -1.427 6.013
H 5.508 -1.563 5.044
H 4.216 -0.081 1.429
H 1.906 0.104 2.230
H -1.043 -0.956 4.461
H -0.792 -0.194 1.836
H 0.201 1.026 2.640
H -2.379 0.501 4.021
H -2.535 1.163 2.395
H -2.089 2.683 4.312
C -1.933 -2.611 0.123
O -1.879 -1.857 -1.065
C -1.301 -2.535 -2.166
C -2.002 -2.191 -3.458
O -3.297 -2.737 -3.614
C -4.376 -2.212 -2.859
C -4.775 -0.801 -3.218
O -3.826 0.120 -2.710
C -3.595 1.253 -3.509
H -0.935 -2.711 0.566
H -2.571 -2.064 0.818
H -2.372 -3.600 -0.041
H -1.319 -3.619 -2.010
H -0.251 -2.222 -2.264
H -1.418 -2.644 -4.263
H -1.998 -1.110 -3.615
H -4.198 -2.290 -1.783
H -5.217 -2.863 -3.104
H -5.755 -0.596 -2.767
H -4.871 -0.711 -4.306
H -3.422 0.978 -4.556
H -2.688 1.721 -3.127
H -4.420 1.974 -3.458
C 10.548 3.946 0.265
O 10.711 2.822 1.098
C 11.251 3.121 2.372
C 10.601 2.306 3.467
O 9.266 2.671 3.763
C 8.242 2.281 2.863
C 7.907 0.809 2.875
O 8.915 0.041 2.239
C 9.092 -1.238 2.801
H 11.511 4.329 -0.092
H 9.957 3.630 -0.593
H 10.015 4.752 0.782
H 11.134 4.187 2.600
H 12.324 2.887 2.370
H 11.156 2.519 4.384
H 10.693 1.238 3.261
H 8.448 2.621 1.846
H 7.353 2.809 3.218
H 6.963 0.662 2.340
H 7.764 0.475 3.909
H 9.176 -1.185 3.893
H 10.019 -1.645 2.401
H 8.266 -1.911 2.543
C 0.502 1.963 -0.705
O 1.415 2.021 -1.775
C 1.224 1.009 -2.746
C 1.431 1.515 -4.156
O 0.418 2.384 -4.628
C 0.376 3.715 -4.145
C 1.479 4.612 -4.655
O 2.720 4.310 -4.045
C 3.834 4.520 -4.880
H 0.707 1.109 -0.045
H 0.611 2.882 -0.132
H -0.532 1.888 -1.062
H 0.216 0.584 -2.662
H 1.950 0.203 -2.570
H 1.368 0.639 -4.807
H 2.427 1.948 -4.280
H 0.326 3.748 -3.054
H -0.563 4.116 -4.534
H 1.205 5.650 -4.421
H 1.551 4.514 -5.744
H 3.686 4.062 -5.865
H 4.692 4.049 -4.402
H 4.046 5.587 -5.014
C -11.873 -3.007 -3.969
O -10.760 -3.524 -3.278
C -9.550 -3.473 -4.010
C -8.375 -3.107 -3.134
O -8.358 -1.759 -2.695
C -9.273 -1.356 -1.691
C -8.984 -1.904 -0.313
O -9.310 -3.277 -0.217
C -8.476 -4.002 0.656
H -12.189 -3.671 -4.782
H -12.688 -2.920 -3.253
H -11.660 -2.016 -4.385
H -9.626 -2.751 -4.832
H -9.351 -4.463 -4.442
H -7.482 -3.206 -3.755
H -8.278 -3.805 -2.300
H -10.306 -1.559 -1.981
H -9.151 -0.272 -1.631
H -9.589 -1.338 0.410
H -7.926 -1.741 -0.075
H -7.417 -3.797 0.459
H -8.664 -5.060 0.481
H -8.691 -3.775 1.706
```

Mulliken population analysis, charges in e, atoms 1 to 2: -0.837, 0.568

***

[5]
Computed, not measured: C34H38Br2CaF9N6OS2 as an isolated structure, with ωB97M-V with the def2-TZVPD basis set.

## Properties
highest occupied orbital energy = -11.1 eV
energy = -251514.62584 eV
total charge = +1
spin multiplicity = 1

```
93
C34H38Br2CaF9N6OS2 | the Open Molecules 2025 dataset | ωB97M-V with the def2-TZVPD basis set
Ca 9.749 12.169 9.743
C 10.111 13.488 12.830
C 10.089 12.005 13.161
N 9.191 11.293 12.215
C 9.568 9.842 12.183
C 10.938 9.663 11.567
C 11.661 8.506 11.819
C 12.920 8.347 11.232
C 13.380 9.356 10.447
C 12.574 10.434 10.193
C 13.110 11.483 9.261
N 12.353 12.755 9.257
C 12.681 13.842 10.210
C 12.129 13.470 11.551
N 10.687 13.700 11.507
N 11.389 10.589 10.699
H 10.693 14.046 13.563
H 9.084 13.847 12.882
H 9.731 11.876 14.213
H 11.063 11.577 13.022
H 8.198 11.419 12.479
H 8.813 9.272 11.628
H 9.637 9.449 13.228
H 11.238 7.717 12.397
H 13.543 7.507 11.463
H 14.373 9.339 9.987
H 13.094 11.065 8.265
H 14.186 11.609 9.461
H 12.421 13.085 8.310
H 12.257 14.787 9.813
H 13.747 14.038 10.191
H 12.623 13.989 12.347
H 12.357 12.433 11.784
H 10.565 14.664 11.238
S 7.531 14.328 10.877
C 7.940 15.860 10.273
N 7.838 16.977 11.013
C 7.808 18.321 10.457
C 7.231 18.232 9.039
N 8.073 17.271 8.319
C 8.752 17.710 7.097
C 9.595 18.923 7.366
C 10.634 18.919 8.303
C 11.360 20.071 8.609
C 11.050 21.283 7.985
C 10.111 21.261 6.980
C 9.345 20.117 6.746
C 8.377 16.094 8.859
S 9.295 14.909 8.145
C 7.696 16.967 12.474
C 8.554 17.931 13.186
C 8.070 18.585 14.307
C 8.861 19.487 15.030
C 10.196 19.695 14.680
C 10.713 19.028 13.575
C 9.931 18.123 12.875
H 8.800 18.788 10.427
H 7.223 18.933 11.128
H 7.281 19.221 8.535
H 6.239 17.814 9.018
H 8.035 17.953 6.311
H 9.301 16.869 6.704
H 10.851 18.015 8.875
H 12.107 20.066 9.423
H 11.546 22.198 8.274
H 9.902 22.203 6.465
H 8.533 20.175 6.049
H 7.818 15.914 12.826
H 6.623 17.138 12.653
H 7.056 18.405 14.590
H 8.408 20.039 15.883
H 10.881 20.398 15.182
H 11.753 19.095 13.312
H 10.429 17.603 12.056
Br 6.412 10.858 10.002
C 5.406 12.228 9.063
Br 6.329 13.111 7.628
H 5.076 12.951 9.760
H 4.597 11.689 8.572
F 7.228 9.982 7.171
C 8.138 9.042 7.405
F 7.991 8.028 6.532
F 7.864 8.592 8.641
C 9.581 9.654 7.394
O 9.610 10.727 8.201
C 9.906 10.075 5.920
F 9.863 9.109 4.962
F 9.094 11.033 5.540
F 11.192 10.555 5.885
C 10.543 8.507 7.909
F 10.188 8.304 9.207
F 11.807 8.815 7.865
F 10.400 7.346 7.259
```

Mulliken population analysis, charges in e, atoms 1 to 2: 1.861, -0.808

***

[6]
Computed, not measured: the molecule C4H5NO, with ωB97M-V with the def2-TZVPD basis set.

## Properties
highest occupied orbital energy = -9.0 eV
energy = -7763.96999 eV
SMILES = [H]/N=C/C=C=CO
spin multiplicity = 1

```
11
C4H5NO | the Open Molecules 2025 dataset | ωB97M-V with the def2-TZVPD basis set
O -2.699 -0.149 0.304
C -1.666 0.623 -0.150
C -0.455 0.558 0.338
C 0.794 0.469 0.726
C 1.760 -0.447 0.074
N 1.420 -1.214 -0.882
H -3.427 -0.074 -0.322
H -1.891 1.339 -0.939
H 1.164 1.069 1.558
H 2.779 -0.408 0.483
H 2.221 -1.766 -1.190
```

natural (NBO) population analysis, charges in e, atoms 1 to 2: -0.669, 0.060

***

[7]
Computed, not measured: a 3-piece molecular cluster, C6H12 overall, with ωB97M-V with the def2-TZVPD basis set.

## Properties
highest occupied orbital energy = -7.0 eV
energy = -6410.86901 eV
spin multiplicity = 1

```
18
C6H12 | the Open Molecules 2025 dataset | ωB97M-V with the def2-TZVPD basis set
C 0.803 0.903 -0.564
C 0.322 -2.202 -0.325
C 1.826 0.877 0.543
C -2.019 1.140 0.228
C -0.575 -1.063 -0.161
C -1.041 0.076 0.000
H 1.166 0.512 -1.514
H 0.420 1.908 -0.742
H -2.039 -1.504 0.221
H 1.182 -2.123 0.342
H 0.659 -2.285 -1.360
H -0.214 -3.116 -0.058
H 1.380 1.167 1.502
H 2.280 -0.112 0.663
H 2.651 1.583 0.364
H -2.267 1.644 -0.709
H -2.931 0.716 0.654
H -1.604 1.879 0.917
```

natural (NBO) population analysis, charges in e, atoms 1 to 2: -0.478, -0.682